No. 1
Molecular formula: C29H53I2N7O10S3
Method: DFT, ωB97M-V/def2-TZVPD

XYZ file:
```
104
Properties=species:S:1:pos:R:3:mulliken_charge:R:1
C 2.316 -3.613 -3.093 -1.1023
C 1.362 -3.688 -1.868 -0.5525
C 0.241 -2.632 -1.893 -0.2916
I -1.367 -3.234 -0.550 0.1566
C 0.701 -1.170 -1.562 -1.6082
I 2.800 -0.942 -0.916 0.1996
O 0.014 -0.667 -0.389 -0.2521
S 0.222 0.954 -0.296 1.5960
O -1.056 1.539 -0.029 -0.6964
O 1.139 1.420 0.690 -0.6642
O 0.677 1.151 -1.830 0.1727
C 0.311 -0.055 -2.596 1.2870
C 1.159 -0.064 -3.885 -0.9935
C 0.827 -1.226 -4.839 -0.3594
O -0.268 -1.478 -5.284 -0.4790
C -1.205 0.124 -2.870 -0.8958
C -1.585 1.232 -3.879 -1.3228
C -1.533 2.670 -3.287 -0.6364
S 0.015 3.427 -3.905 -0.2596
C 0.400 4.781 -2.803 0.1291
S -0.740 5.794 -2.268 -0.1603
N 1.735 4.945 -2.364 0.3122
C 2.192 5.135 -1.093 0.1376
C 3.561 5.209 -1.086 -0.9868
N 3.922 5.076 -2.424 -0.3513
C 2.876 4.941 -3.152 -0.3730
H 1.803 -4.012 -3.983 0.3037
H 3.192 -4.261 -2.927 0.4253
H 2.700 -2.601 -3.277 0.1635
H 0.862 -4.668 -1.968 0.6488
H 1.904 -3.739 -0.915 0.1098
H -0.220 -2.680 -2.890 0.6021
H 2.235 -0.125 -3.664 0.4001
H 1.029 0.873 -4.450 0.3731
H 1.676 -1.873 -5.165 0.4862
H -1.559 -0.830 -3.302 0.4484
H -1.801 0.277 -1.961 0.8859
H -1.017 1.214 -4.819 0.4602
H -2.634 1.045 -4.160 0.4419
H -2.353 3.290 -3.679 0.6119
H -1.636 2.686 -2.193 0.4078
H 1.528 5.216 -0.233 0.4102
H 4.214 5.327 -0.232 0.3849
H 2.905 4.838 -4.234 0.4263
C 0.032 5.872 3.026 -1.2035
C -0.088 6.955 1.981 0.7400
O -0.079 6.706 0.786 -0.5380
N -0.208 8.238 2.414 -0.1814
C -0.238 8.719 3.781 -0.8621
H 0.120 4.907 2.535 0.1836
H 0.921 6.033 3.637 0.3557
H -0.856 5.858 3.660 0.4007
H -0.284 8.910 1.666 0.2470
H -1.179 9.246 3.953 0.2858
H 0.586 9.419 3.930 0.2859
H -0.149 7.910 4.497 0.3338
C -6.852 -3.402 1.695 -1.2281
C -5.492 -3.477 1.045 0.9528
O -5.343 -3.370 -0.163 -0.6384
N -4.421 -3.671 1.855 0.0423
C -4.408 -3.819 3.297 -0.9000
H -7.607 -3.246 0.930 0.3044
H -7.071 -4.336 2.216 0.2030
H -6.890 -2.567 2.397 0.3627
H -3.546 -3.713 1.358 -0.0875
H -3.785 -3.029 3.725 0.2879
H -3.973 -4.785 3.544 0.2915
H -5.404 -3.758 3.721 0.3172
C 2.118 -3.931 3.699 -1.5417
C 2.090 -2.946 2.556 0.9547
O 2.102 -3.306 1.388 -0.5161
N 2.049 -1.624 2.863 0.0396
C 2.028 -1.014 4.178 -0.9786
H 2.149 -4.942 3.302 0.3032
H 3.005 -3.772 4.314 0.3879
H 1.220 -3.826 4.310 0.3770
H 2.031 -1.020 2.053 -0.0220
H 1.122 -0.413 4.275 0.2752
H 2.895 -0.358 4.278 0.3047
H 2.050 -1.755 4.969 0.4052
C -7.265 -7.871 2.988 -1.4244
C -6.144 -7.235 3.772 0.7561
O -5.207 -6.677 3.225 -0.5974
N -6.208 -7.301 5.129 -0.1443
C -7.236 -7.918 5.946 -0.8646
H -7.080 -7.740 1.926 0.2920
H -7.317 -8.940 3.202 0.4647
H -8.217 -7.397 3.235 0.3822
H -5.429 -6.858 5.591 0.2248
H -7.674 -7.160 6.599 0.2843
H -6.782 -8.693 6.566 0.2916
H -8.020 -8.361 5.342 0.3295
C 8.871 2.901 -3.582 -1.2607
C 7.851 3.641 -2.748 0.8547
O 7.836 3.563 -1.528 -0.6646
N 6.941 4.405 -3.401 -0.0605
C 6.814 4.610 -4.827 -0.8685
H 9.528 2.335 -2.928 0.2843
H 8.373 2.204 -4.259 0.3366
H 9.475 3.606 -4.155 0.3483
H 6.283 4.873 -2.789 0.2210
H 6.915 5.675 -5.045 0.2792
H 5.821 4.283 -5.145 0.2188
H 7.565 4.060 -5.386 0.3768
```

Output
Multiplicity: 1

---

No. 2
Molecular formula: C51H119Cl6N3O6
Method: DFT, ωB97M-V/def2-TZVPD

XYZ file:
```
185
Properties=species:S:1:pos:R:3:mulliken_charge:R:1
C 1.219 20.633 24.104 -1.3274
C 0.239 19.464 24.296 0.2800
C -0.998 19.608 23.318 -0.1998
C -2.037 18.493 23.484 1.4915
C -1.699 17.128 22.861 -0.3914
C -1.751 17.031 21.326 -1.5271
H 2.026 20.701 24.834 0.4116
H 0.731 21.607 24.136 0.1074
H 1.692 20.507 23.131 0.3666
H 0.792 18.536 24.150 0.0347
H -0.116 19.440 25.326 0.0839
H -0.724 19.883 22.300 0.4994
H -1.514 20.477 23.727 -0.3078
H -2.374 18.343 24.510 -0.8809
H -2.850 18.917 22.894 -0.2692
H -0.663 16.939 23.140 0.4323
H -2.298 16.353 23.340 0.3110
H -1.267 16.139 20.928 0.4928
H -2.765 17.042 20.928 0.1493
H -1.138 17.766 20.804 0.2949
C -2.387 16.654 28.016 0.2920
C -1.121 15.846 27.788 -0.6655
C -0.924 15.606 26.301 0.8687
C 0.355 14.849 25.917 -1.0867
C 1.681 15.546 25.946 0.0418
C 2.902 14.634 25.492 -1.4399
H -2.350 17.520 27.355 -0.3214
H -2.486 16.808 29.091 0.5015
H -3.234 16.018 27.761 -0.5356
H -0.263 16.434 28.112 0.4182
H -1.167 14.949 28.406 0.3544
H -0.961 16.540 25.740 -0.7143
H -1.767 15.042 25.902 0.2685
H 0.367 13.961 26.548 0.2963
H 0.257 14.542 24.876 0.4016
H 1.660 16.362 25.224 -0.1696
H 1.828 16.051 26.901 0.4611
H 3.777 15.284 25.520 0.4160
H 3.174 13.785 26.119 0.3494
H 2.819 14.339 24.446 0.3400
C -1.861 9.827 28.042 -1.4410
C -2.624 11.146 27.882 0.0886
C -3.067 11.894 29.173 -0.9092
C -3.765 13.193 28.899 0.3738
C -5.237 13.142 28.460 -0.5698
C -5.844 14.606 28.347 -0.5353
H -0.875 9.844 28.507 0.3340
H -1.597 9.455 27.052 0.3829
H -2.447 9.132 28.644 0.3514
H -1.920 11.805 27.374 -0.0569
H -3.477 10.923 27.241 0.2961
H -2.164 12.075 29.755 0.3173
H -3.717 11.279 29.795 0.3895
H -3.665 13.845 29.766 0.5107
H -3.157 13.756 28.191 -0.6605
H -5.324 12.693 27.471 0.2795
H -5.871 12.578 29.144 0.3960
H -5.324 15.054 27.501 -0.2746
H -6.925 14.547 28.222 0.3149
H -5.725 15.203 29.252 0.3477
C -6.100 22.193 30.996 -1.7255
C -5.715 21.319 29.732 0.7594
C -4.356 20.630 29.675 0.2470
C -3.148 21.518 29.842 0.3271
C -1.864 20.759 30.068 -1.2131
C -1.337 19.998 28.904 -0.1344
H -7.152 22.469 30.927 0.4528
H -5.586 23.154 30.990 0.3630
H -5.846 21.614 31.883 0.4029
H -6.452 20.527 29.601 -0.2880
H -5.899 21.895 28.826 -0.2053
H -4.264 20.167 28.693 -0.3981
H -4.390 19.859 30.444 0.4083
H -3.085 22.220 29.011 -0.3116
H -3.290 22.132 30.732 0.3878
H -1.075 21.432 30.406 0.3317
H -1.993 20.078 30.909 0.4181
H -1.196 20.686 28.070 0.0444
H -0.424 19.415 29.021 0.4789
H -2.045 19.191 28.714 -0.3228
C -9.739 23.501 27.468 -0.8819
C -9.326 24.807 28.140 -0.6373
C -7.811 25.011 28.231 -0.3602
C -7.031 24.961 26.896 0.3219
C -5.481 25.242 26.952 -0.4232
C -4.623 24.213 27.775 -0.5538
H -10.812 23.329 27.387 0.4118
H -9.409 22.595 27.976 0.1819
H -9.318 23.417 26.466 0.1134
H -9.652 25.704 27.615 0.3340
H -9.836 24.902 29.099 0.3830
H -7.405 24.294 28.945 -0.1370
H -7.522 25.971 28.658 0.4380
H -7.130 24.028 26.340 -0.3744
H -7.406 25.758 26.254 0.4335
H -5.020 25.363 25.972 -0.3232
H -5.344 26.211 27.432 0.4612
H -3.559 24.440 27.706 0.4864
H -4.804 24.221 28.850 0.3684
H -4.675 23.183 27.421 -0.2772
C -8.653 18.761 30.463 -1.3546
C -8.907 18.358 28.993 0.0565
C -9.254 16.867 28.680 -0.6938
C -9.075 16.419 27.216 -0.2678
C -10.022 17.195 26.260 -0.4216
C -10.151 16.624 24.829 -1.0626
H -7.735 18.253 30.759 0.3172
H -9.362 18.323 31.166 0.3954
H -8.591 19.844 30.575 0.3204
H -9.653 19.039 28.584 0.3089
H -8.005 18.624 28.441 0.0439
H -10.228 16.600 29.089 0.3933
H -8.605 16.275 29.327 0.2388
H -8.022 16.529 26.959 0.1530
H -9.400 15.386 27.094 0.3722
H -11.036 17.251 26.657 0.3462
H -9.665 18.223 26.201 0.2115
H -9.231 16.646 24.246 -0.1010
H -10.532 15.610 24.952 0.4413
H -10.923 17.160 24.278 0.3712
C -1.886 22.778 20.775 -1.0915
C -2.986 23.036 19.727 -0.1916
C -3.387 21.686 19.147 -1.1508
C -4.153 20.796 20.100 1.5181
C -5.045 19.785 19.343 -0.3743
C -4.378 18.923 18.271 -1.1792
H -1.125 22.086 20.415 0.4107
H -2.244 22.255 21.662 0.1063
H -1.479 23.733 21.109 0.4402
H -3.815 23.589 20.168 -0.0136
H -2.636 23.585 18.852 0.3292
H -2.538 21.234 18.635 0.3715
H -4.064 21.915 18.323 0.4554
H -3.435 20.345 20.784 -0.5367
H -4.769 21.402 20.765 -0.4037
H -5.664 19.206 20.028 0.3390
H -5.834 20.393 18.899 0.0950
H -3.871 19.510 17.504 0.3366
H -3.679 18.267 18.789 0.1256
H -5.084 18.236 17.804 0.4280
Cl -4.842 15.867 24.698 -0.0321
C -5.384 16.534 23.067 0.5331
C -5.863 15.426 22.162 -0.4283
Cl -6.238 16.189 20.634 -0.1700
H -4.459 16.965 22.684 -0.5633
H -6.033 17.403 23.172 -0.0591
H -6.787 15.006 22.559 0.3787
H -5.097 14.680 21.951 0.3521
Cl -8.725 19.038 22.841 -0.1078
C -9.055 20.775 22.367 -0.7975
C -7.838 21.717 22.714 0.1568
Cl -7.523 21.736 24.536 0.0814
H -9.923 21.126 22.925 0.3720
H -9.273 20.800 21.300 0.4469
H -8.158 22.714 22.411 0.2933
H -6.935 21.535 22.131 -0.4785
Cl 0.018 26.801 25.794 -0.2044
C -0.167 25.226 24.990 -0.5358
C -1.091 24.160 25.624 0.7960
Cl -0.451 23.749 27.229 -0.1936
H 0.839 24.811 24.922 0.3521
H -0.397 25.436 23.945 0.3101
H -0.994 23.280 24.988 -0.3363
H -2.123 24.505 25.682 -0.1602
C -7.090 24.468 18.053 -0.7476
N -7.566 23.256 18.740 0.8082
O -8.603 22.772 18.345 -0.5447
O -6.910 22.881 19.691 -0.3407
H -6.674 25.035 18.886 0.2591
H -7.969 24.972 17.651 0.3054
H -6.344 24.173 17.315 0.2816
C -4.972 24.828 23.350 -0.2801
N -6.030 25.818 22.958 1.0011
O -7.114 25.325 22.721 -0.5427
O -5.760 27.038 23.057 -0.5829
H -4.634 24.431 22.393 -0.0767
H -5.426 24.164 24.086 -0.0256
H -4.273 25.481 23.873 0.4264
C -4.787 19.796 25.393 -0.6030
N -4.208 21.060 24.907 0.9613
O -3.488 21.611 25.747 -0.4098
O -4.518 21.522 23.850 -0.2331
H -5.584 20.094 26.075 0.5939
H -4.027 19.262 25.964 -0.0994
H -5.138 19.164 24.577 -0.2902
```

Output
Multiplicity: 1

---

No. 3
Molecular formula: C3H4ClN
Method: DFT, ωB97M-V/def2-TZVPD

XYZ file:
```
9
Properties=species:S:1:pos:R:3:nbo_charge:R:1
C 1.443 0.228 -0.270 -0.3458
C -0.766 0.087 0.372 0.0742
C 0.360 -0.537 -0.311 -0.1071
N -1.990 -0.282 0.274 -0.5827
Cl 0.206 -1.975 -1.290 0.0329
H 2.522 0.000 -0.651 0.2246
H 1.302 1.231 0.092 0.2016
H -0.488 0.986 0.870 0.1609
H -2.590 0.262 0.915 0.3412
```

Output
Multiplicity: 1
Energy above the lowest of the compared OMol25 structures with the same formula, charge and spin (kJ/mol): 90.1

---

These records have E_tot values of -4062.43389 -5391.09015 -631.60331 hartree, in the order they appear.
These records have gap between HOMO and LUMO values of 0.297 0.381 0.370 Ha, in the order they appear.
These records have E_HOMO values of -8.4 -10.5 -9.8 eV, in the order they appear.